1.
Formula: C52H43N3O38P2
Source: the OMol25 dataset
Level of theory: ωB97M-V with the def2-TZVPD basis set

The geometry in XYZ format:
```
138
Properties=species:S:1:pos:R:3:forces:R:3
N -0.82450 -0.26873 -5.61551 -0.28 0.07 -0.67
C 0.32012 -0.01220 -6.39554 0.36 0.15 0.20
N 0.23390 -0.00538 -7.69836 0.00 -0.32 -0.08
C 1.35056 0.20846 -8.60957 0.30 0.21 -0.64
C 1.36432 1.59772 -9.25036 -0.16 -0.39 -0.18
O 0.65159 1.62061 -10.48222 0.14 0.15 0.08
N 1.53944 0.18496 -5.85150 -1.31 2.16 -0.53
P 1.53562 1.41402 -4.63547 0.21 -0.33 2.35
P 3.41154 2.47758 -5.01967 0.66 -1.19 -0.74
O 4.50258 1.69034 -4.45899 -0.03 -0.34 0.53
O 3.62873 2.56362 -6.60261 -0.55 0.74 -0.33
O 3.38626 3.92913 -4.37574 -0.65 0.20 -0.47
C 2.22036 -1.16317 -5.40777 1.51 -2.91 0.62
O 3.31938 -1.27276 -5.91475 0.16 0.89 -0.52
O 1.56215 -1.90680 -4.70220 -0.86 0.88 -0.05
H -1.38187 -0.97440 -6.08857 -0.11 -0.14 0.18
H -1.42143 0.55515 -5.54711 0.15 0.12 0.43
H -0.67685 -0.15544 -8.10433 -0.10 -0.06 -0.02
H 1.25626 -0.51399 -9.41694 -0.01 -0.17 -0.08
H 2.30539 0.01280 -8.13923 -0.15 -0.13 0.57
H 2.39826 1.82657 -9.48067 0.11 0.19 -0.10
H 0.98404 2.36490 -8.57650 0.00 0.02 0.21
H -0.09662 1.02538 -10.42028 -0.21 0.02 -0.10
H 0.50291 2.34885 -4.91729 0.13 -0.10 -0.86
H 4.15240 1.79160 -6.85743 0.17 -0.03 0.04
H 2.58138 4.42341 -4.57838 0.06 0.24 0.06
C -1.04570 1.51379 -0.02991 0.02 0.07 0.26
C -1.29817 1.17825 -1.30373 0.17 -0.12 0.27
C -2.15064 2.03850 -2.19856 -0.18 0.36 0.02
O -2.31515 1.67871 -3.35497 0.15 -0.16 -0.03
C -2.72774 3.24567 -1.64469 -0.01 -0.06 -0.14
C -2.47925 3.57808 -0.36786 -0.13 0.06 -0.31
C -1.60523 2.73045 0.52262 0.26 -0.41 -0.13
O -1.42002 3.11285 1.66249 -0.18 0.25 0.11
O -2.97645 4.66273 0.20108 0.10 0.01 0.17
O -0.82006 0.07996 -1.86004 -0.24 0.08 -0.19
H -0.43199 0.89939 0.61554 0.04 -0.01 -0.04
H -3.35085 3.84905 -2.28950 -0.01 0.03 0.03
H -2.64104 4.66145 1.11895 0.00 0.01 0.06
H -1.15499 0.07805 -2.77737 0.21 -0.21 -0.13
C 4.69510 2.19461 0.93594 -0.03 -0.37 -0.01
C 5.89576 2.24909 1.51875 -0.26 -0.12 -0.02
C 7.13593 2.62557 0.75283 0.10 0.13 -0.44
O 8.18867 2.66505 1.36618 -0.06 -0.08 0.25
C 7.01142 2.91739 -0.66182 0.08 0.01 0.17
C 5.80157 2.86933 -1.24472 0.19 0.02 -0.08
C 4.56413 2.51154 -0.46395 -0.08 -0.18 0.38
O 3.49458 2.50526 -1.05330 -0.04 0.27 -0.16
O 5.58000 3.11888 -2.51617 0.25 0.33 0.46
O 6.08840 1.97901 2.80637 0.25 0.09 -0.01
H 3.79832 1.92445 1.47224 0.03 -0.02 0.07
H 7.90888 3.17183 -1.20671 -0.01 0.00 -0.03
H 4.62183 2.99601 -2.64567 -0.01 -0.17 -0.29
H 7.04700 2.09755 2.95639 0.06 0.04 -0.01
C -0.77427 -3.21905 0.06348 0.15 0.10 0.04
C -1.74428 -4.03098 -0.38487 0.22 0.09 -0.09
C -3.03678 -4.19617 0.37054 -0.05 0.13 0.22
O -3.89539 -4.94582 -0.09963 0.71 0.12 0.26
C -3.21392 -3.48027 1.60942 -0.16 -0.10 -0.12
C -2.24071 -2.66932 2.05668 -0.31 -0.13 0.08
C -0.95489 -2.48069 1.29425 0.26 -0.18 -0.46
O -0.12935 -1.71553 1.75516 -0.17 0.15 0.28
O -2.33600 -1.98680 3.17983 0.18 0.11 -0.02
O -1.62866 -4.72590 -1.50211 -0.17 -0.19 0.21
H 0.15836 -3.08489 -0.46674 -0.03 -0.01 -0.07
H -4.14075 -3.62120 2.14836 0.01 0.05 0.03
H -1.50039 -1.48502 3.26291 0.03 0.04 0.02
H -2.46274 -5.21644 -1.62265 -0.05 0.10 -0.17
C -5.31219 -9.65400 1.19677 0.00 0.09 -0.04
C -4.76545 -10.51463 2.06432 -0.21 0.03 -0.27
C -3.80661 -10.06371 3.13028 0.18 0.35 0.11
O -3.36753 -10.90395 3.89274 -0.08 -0.23 -0.05
C -3.45448 -8.65726 3.19014 0.03 -0.10 0.06
C -3.99546 -7.79144 2.32091 0.18 -0.01 0.24
C -4.97924 -8.23936 1.26806 -0.13 -0.31 -0.07
O -5.45026 -7.40376 0.52553 0.04 0.21 0.05
O -3.69814 -6.49785 2.33971 -0.22 0.06 -0.17
O -5.02544 -11.81563 2.05295 0.11 -0.05 0.15
H -6.00510 -9.96733 0.42902 -0.01 -0.02 0.01
H -2.75108 -8.34917 3.95067 0.00 0.03 0.00
H -4.19311 -6.05464 1.61838 -0.05 -0.23 -0.09
H -4.50339 -12.19942 2.78309 0.01 -0.03 0.04
C 3.12537 6.21885 3.40273 0.08 -0.10 -0.04
C 2.20648 7.12089 3.77225 0.29 -0.08 0.04
C 0.89575 7.26551 3.04763 -0.30 -0.24 -0.39
O 0.10164 8.09318 3.45369 0.15 0.16 0.27
C 0.64335 6.41236 1.90277 -0.07 0.11 0.06
C 1.55908 5.50927 1.52946 -0.32 0.06 -0.13
C 2.86004 5.34923 2.27212 -0.02 0.14 0.18
O 3.62168 4.48980 1.87472 -0.02 0.14 -0.05
O 1.38789 4.69996 0.49195 0.22 -0.03 0.12
O 2.37593 7.94528 4.79829 -0.21 0.04 0.00
H 4.06867 6.10401 3.91785 -0.01 0.02 0.02
H -0.29550 6.53600 1.38181 0.00 -0.01 -0.02
H 2.18888 4.14069 0.43105 -0.02 -0.09 -0.10
H 1.56442 8.48691 4.84630 -0.03 0.04 0.02
C 7.07392 -3.42633 5.42946 0.10 0.01 0.09
C 6.05874 -3.17767 4.59055 0.19 -0.23 0.16
C 5.66449 -1.77438 4.21366 0.15 0.38 0.10
O 4.74342 -1.63377 3.43293 -0.12 -0.23 -0.06
C 6.40029 -0.67112 4.80475 -0.12 0.04 -0.06
C 7.41262 -0.91965 5.64529 -0.19 0.19 -0.15
C 7.82310 -2.32236 6.00221 -0.12 -0.38 -0.10
O 8.76453 -2.46462 6.75952 0.08 0.22 0.09
O 8.12451 0.04114 6.22086 0.11 -0.13 0.09
O 5.33227 -4.13536 4.03294 -0.12 0.12 -0.10
H 7.36644 -4.42945 5.70496 -0.01 -0.01 -0.02
H 6.09742 0.33121 4.53964 -0.02 0.00 -0.01
H 8.78954 -0.41248 6.77298 0.05 -0.01 0.02
H 4.67398 -3.68051 3.47280 -0.03 0.01 -0.05
C -5.41810 -3.66807 -4.78760 0.11 0.00 0.09
C -6.66803 -3.48904 -5.23194 0.31 -0.03 -0.12
C -7.84557 -3.45907 -4.29692 -0.12 -0.06 0.45
O -8.94629 -3.27164 -4.78412 0.03 0.02 -0.27
C -7.60565 -3.65629 -2.88498 -0.06 0.03 -0.13
C -6.35354 -3.84123 -2.42665 -0.37 0.04 0.00
C -5.17061 -3.84383 -3.36588 0.01 0.02 -0.34
O -4.05527 -3.99302 -2.90525 -0.03 0.02 0.18
O -6.10394 -4.02637 -1.14946 0.44 0.19 -0.04
O -6.96315 -3.32397 -6.51415 -0.18 0.04 0.02
H -4.56484 -3.68938 -5.45050 0.00 -0.02 -0.01
H -8.46252 -3.64940 -2.22684 0.03 -0.01 0.04
H -5.13155 -4.15064 -1.00218 -0.60 -0.23 -0.10
H -7.93365 -3.21537 -6.55048 -0.05 0.01 0.00
C -2.70302 5.94385 7.64884 0.12 0.05 0.04
C -3.72382 5.33015 7.03474 0.10 0.18 0.26
C -3.54378 4.59768 5.73165 0.34 -0.05 -0.24
O -4.51626 4.05137 5.24712 -0.22 0.05 0.12
C -2.22534 4.58667 5.12389 -0.14 -0.07 -0.09
C -1.20726 5.20321 5.73780 -0.16 -0.18 -0.31
C -1.38033 5.91375 7.05194 -0.31 0.09 0.25
O -0.39973 6.43355 7.54922 0.21 -0.01 -0.16
O 0.01995 5.23405 5.23687 0.21 0.15 0.16
O -4.95638 5.31950 7.52156 -0.07 -0.11 -0.15
H -2.82101 6.47076 8.58484 -0.03 -0.01 0.01
H -2.10855 4.07169 4.17974 0.06 -0.02 -0.01
H 0.55778 5.73774 5.87979 0.04 -0.02 0.06
H -5.49231 4.80807 6.88573 -0.04 -0.03 -0.01
```
Positions in Å, forces in eV/Å.

Computed properties:
frontier orbital gap = 6.98 eV
LUMO = -1.9 eV
electronic energy = -155471.15375 eV
net charge = 0

2.
Formula: C52H44Cl3IrN3O6S2Te
Source: the OMol25 dataset
Level of theory: ωB97M-V with the def2-TZVPD basis set

The geometry in XYZ format:
```
112
Properties=species:S:1:pos:R:3:forces:R:3
Ir -0.64581 0.20066 0.24676 1.95 -0.07 -0.03
C 2.27192 -5.85237 -2.60222 0.09 0.03 0.06
C 1.44851 -4.75698 -1.98526 0.13 0.12 0.03
C 0.10375 -4.93455 -1.65113 0.08 0.16 -0.03
C -0.64237 -3.90758 -1.11701 -0.25 0.48 0.15
C -2.10647 -4.12452 -0.82930 0.25 0.07 -0.07
O -2.84275 -4.46337 -1.72692 -0.02 -0.06 0.10
C -2.59613 -3.99143 0.57612 -0.32 -0.13 0.16
C -3.86070 -4.51544 0.85142 0.09 -0.07 -0.04
C -4.38112 -4.48702 2.13428 0.03 0.01 -0.02
C -3.64914 -3.90209 3.15824 -0.04 0.01 0.01
C -2.39508 -3.37172 2.89236 0.04 0.03 0.07
C -1.85956 -3.42701 1.61576 -0.03 -0.07 -0.02
C -0.09202 -2.61264 -0.94889 1.21 -0.68 -0.14
O -0.89259 -1.68702 -0.53284 -1.44 2.18 0.89
C 1.26613 -2.42027 -1.28853 -0.33 0.00 0.09
C 2.00394 -3.51185 -1.77405 0.00 -0.21 -0.09
C 1.88092 -1.11020 -1.21564 -0.27 -0.39 0.10
N 1.34441 -0.08925 -0.63084 -1.52 0.83 0.70
C 2.03384 1.21640 -0.65616 -0.01 0.33 0.59
C 2.57833 1.53489 0.74143 -0.11 0.25 -0.44
Te 3.49863 3.49162 0.86295 -0.27 -0.16 0.00
C 1.66802 4.56069 1.02585 0.36 -0.41 -0.07
C 1.22906 5.35701 -0.02401 0.01 -0.05 0.01
C 0.03440 6.05060 0.09973 -0.02 0.09 -0.03
C -0.70361 5.96558 1.27011 -0.05 -0.04 -0.08
C -0.26686 5.16042 2.31025 -0.05 -0.05 0.09
C 0.91810 4.45144 2.19069 0.02 0.07 0.04
C 3.20776 -0.97513 -1.88730 0.24 0.18 0.05
C 3.28208 -1.02855 -3.27598 -0.14 0.01 0.08
C 4.51108 -0.93352 -3.90713 0.02 0.00 -0.05
C 5.67160 -0.78867 -3.16001 -0.05 0.01 0.01
C 5.59784 -0.72448 -1.77655 0.06 0.00 0.01
C 4.37033 -0.81351 -1.14020 -0.07 -0.14 0.02
H 1.69538 -6.76682 -2.72141 0.01 -0.03 -0.01
H 3.15060 -6.07195 -1.99401 -0.01 -0.06 0.02
H 2.63283 -5.54000 -3.58309 -0.03 -0.08 -0.03
H -0.37008 -5.89496 -1.81560 -0.05 0.00 -0.01
H -4.42012 -4.95754 0.03773 0.01 -0.02 -0.02
H -5.34883 -4.92837 2.33263 -0.02 0.04 0.02
H -4.04938 -3.86341 4.16323 0.00 -0.03 0.01
H -1.82283 -2.92302 3.69399 0.00 0.00 -0.01
H -0.87738 -3.01052 1.44388 0.04 -0.06 -0.06
H 3.05006 -3.37390 -2.00985 0.02 0.03 -0.02
H 1.31702 1.98061 -0.96989 0.01 -0.09 0.01
H 2.85598 1.19226 -1.36876 -0.19 0.10 -0.04
H 3.34070 0.80414 1.01110 0.01 0.07 0.13
H 1.77403 1.50568 1.47517 0.06 0.08 0.09
H 1.81748 5.43500 -0.92871 -0.03 -0.01 -0.02
H -0.32163 6.65583 -0.72280 0.01 0.05 0.00
H -1.62311 6.52391 1.36550 -0.07 0.00 0.01
H -0.84442 5.08618 3.22222 -0.02 0.02 0.01
H 1.27293 3.84176 3.01370 -0.01 0.01 -0.02
H 2.37398 -1.14106 -3.85481 0.01 -0.05 -0.03
H 4.56065 -0.98317 -4.98613 0.01 0.02 -0.02
H 6.63038 -0.72660 -3.65565 0.02 0.01 -0.01
H 6.49895 -0.60987 -1.18968 0.01 -0.01 0.01
H 4.31668 -0.78241 -0.05879 0.03 -0.05 -0.01
Cl 5.27063 -3.88749 0.64610 0.07 -0.05 -0.08
C 4.31236 -3.48482 2.02549 -0.14 0.07 0.12
C 2.97373 -3.83844 2.05716 -0.03 -0.03 -0.13
C 2.21580 -3.48609 3.16037 0.06 0.03 0.03
C 2.75780 -2.77795 4.22921 0.00 -0.18 0.21
C 1.85213 -2.39812 5.38310 0.06 0.10 0.00
C 1.55749 -0.88121 5.37624 0.30 -0.42 0.37
N 0.57947 -0.55615 4.35988 -0.22 0.22 -0.26
C -0.75972 -0.30473 4.54278 -0.16 0.06 -0.17
C -1.28408 -0.08543 3.30458 -0.05 0.04 0.21
N -0.27489 -0.20867 2.38059 -0.35 -0.15 -1.84
C 0.82497 -0.49004 3.04765 0.45 -0.14 -0.25
O 2.40420 -2.74334 6.63431 0.16 0.12 0.01
C 1.67962 -3.72951 7.36894 -0.17 0.00 -0.03
C 0.30330 -3.24640 7.72700 0.07 -0.05 -0.24
C -0.84556 -3.60634 7.08627 -0.16 0.07 0.22
Cl -1.00760 -4.77355 5.83495 -0.02 -0.01 0.01
S -2.23634 -2.77965 7.68790 0.28 -0.10 -0.05
C -1.26268 -1.91697 8.81171 -0.17 0.02 -0.06
C 0.04586 -2.25900 8.72335 0.00 0.05 0.01
C 4.11461 -2.44384 4.17509 -0.24 -0.16 -0.25
Cl 4.87698 -1.56201 5.44827 0.09 0.09 0.05
C 4.89250 -2.80169 3.08256 0.03 0.08 0.01
H 2.53453 -4.38788 1.23572 0.00 0.01 -0.05
H 1.16949 -3.76862 3.19484 -0.03 -0.03 0.02
H 0.90017 -2.91528 5.23728 -0.03 0.03 -0.04
H 2.47469 -0.32636 5.18790 -0.05 0.10 0.05
H 1.17340 -0.60233 6.35619 -0.10 0.06 -0.08
H -1.21563 -0.29206 5.51731 0.03 -0.02 0.04
H -2.28620 0.17711 3.01517 -0.03 -0.02 0.04
H 1.79620 -0.65222 2.61189 0.01 0.01 0.01
H 2.26827 -3.89282 8.27017 0.00 -0.06 -0.04
H 1.62339 -4.66501 6.80440 0.04 0.02 0.03
H -1.73111 -1.21639 9.48301 0.03 0.02 0.04
H 0.82367 -1.83573 9.34220 -0.01 0.01 0.04
H 5.94162 -2.54384 3.06192 0.01 0.01 -0.02
C -6.92240 -2.15397 -1.46543 0.00 0.10 -0.01
C -5.81418 -1.17178 -1.22239 -0.01 0.06 -0.06
C -4.88978 -1.35062 -0.19948 -0.01 0.06 0.05
C -3.88830 -0.41821 0.01935 0.02 0.02 0.02
C -3.80644 0.69770 -0.79627 0.22 0.17 0.33
C -4.71694 0.89620 -1.82323 0.02 0.19 -0.09
C -5.71490 -0.03658 -2.03004 0.14 -0.09 0.05
S -2.54688 1.92590 -0.54680 -1.81 0.60 -1.14
O -3.09338 3.20325 -0.85461 0.38 -0.17 0.17
O -2.07305 1.75946 0.87339 1.27 -1.60 0.19
O -1.38469 1.52318 -1.39582 0.86 -1.20 0.45
H -6.77802 -3.07504 -0.90499 0.00 -0.02 -0.01
H -6.98730 -2.38557 -2.52812 -0.02 -0.10 0.01
H -7.87732 -1.71400 -1.17238 -0.02 -0.05 0.03
H -4.95358 -2.21478 0.44907 -0.02 0.02 -0.06
H -3.18572 -0.56675 0.83235 -0.08 -0.07 0.03
H -4.63354 1.78534 -2.43366 -0.10 -0.02 -0.05
H -6.42778 0.10482 -2.83217 0.00 0.05 -0.01
```
Positions in Å, forces in eV/Å.

Computed properties:
frontier orbital gap = 5.99 eV
LUMO = -4.2 eV
electronic energy = -140756.97966 eV
energy relative to the best compared isomer or geometry (same formula, charge and spin) = 0.00 kcal per mole
net charge = +1